[1]
19
Properties=species:S:1:pos:R:3:nbo_charge:R:1 method="wB97M-V/def2-TZVPD" total_charge=0 e_tot_ha=-361.1645 homo_lumo_gap_ev="7.956 / 7.954" e_lumo_ev="0.59 / 0.59"
C 0.33216 -1.28451 -1.40250 -0.4118
C -0.01213 0.18676 2.33008 -0.7067
N -0.35602 -0.42182 -0.44585 -0.4062
C -0.53315 0.82903 -0.52073 0.7409
C 0.78547 -0.11709 1.12500 0.2228
N -1.85560 0.24396 -2.12096 -1.1324
C 2.06362 -0.39661 0.99824 -0.4789
N -0.56252 2.00992 -0.19186 -0.7155
H -1.93418 1.17123 -2.54272 0.3190
H -2.70762 0.05434 -1.59212 0.3262
H -1.29497 2.57853 -0.60290 0.4122
H 1.17446 -0.78531 -1.88228 0.1904
H 0.69900 -2.15691 -0.86188 0.2086
H -0.38125 -1.56736 -2.16970 0.2714
H 0.57620 -0.01506 3.23174 0.2330
H -0.31403 1.23447 2.35368 0.2486
H -0.91708 -0.42205 2.35963 0.2367
H 2.55643 -0.58698 0.05458 0.2199
H 2.68121 -0.55452 1.88054 0.2220

[2]
19
Properties=species:S:1:pos:R:3:nbo_charge:R:1 method="wB97M-V/def2-TZVPD" total_charge=+2 e_tot_ha=-360.5039 homo_lumo_gap_ev="8.259 / 8.039" e_lumo_ev="-9.79 / -9.91"
C -4.58302 0.48480 0.49386 -0.1278
C -1.71363 -0.26150 0.16967 0.3363
C 0.31027 -1.36283 -0.47419 0.3902
C 3.35548 0.67316 0.26522 -0.6455
C 1.90835 0.59546 -0.19807 -0.2286
N -3.71677 0.47585 -0.31360 -0.1042
N 1.46070 -0.87634 -0.11463 -0.3602
N -0.88934 -0.51362 -0.75762 -0.5523
H -4.49671 0.01727 1.46723 0.2673
H -5.57618 0.80245 0.29275 0.3174
H -1.63514 -0.40727 1.21361 0.2190
H 0.33779 -2.42087 -0.68403 0.2684
H 4.01905 0.39496 -0.56059 0.2559
H 3.51026 1.82257 0.28930 0.2762
H 3.50048 0.28676 1.20737 0.2434
H 1.33610 1.26996 0.46459 0.2522
H 1.62902 0.85696 -1.17273 0.2334
H 2.17496 -1.59294 0.16846 0.4785
H -0.93167 -0.24485 -1.75657 0.4804

[3]
19
Properties=species:S:1:pos:R:3:nbo_charge:R:1 method="wB97M-V/def2-TZVPD" total_charge=+2 smiles=Cn1c[n+](C)[n+](C)c1 e_tot_ha=-360.6599 homo_lumo_gap_ev=11.381 e_lumo_ev=-9.24
C -1.76423 2.38158 0.36565 -0.4574
N -0.96153 1.17935 0.27589 -0.2814
C -0.12456 0.63920 1.18501 0.3407
N 0.54388 -0.40489 0.63506 -0.0811
C 1.63734 -1.26356 1.01554 -0.4636
N 0.07836 -0.43591 -0.72738 -0.0721
C 0.52052 -1.52723 -1.60048 -0.4932
C -0.79182 0.52983 -0.90879 0.3341
H -1.73297 2.88534 1.30129 0.2766
H -1.38084 3.09733 -0.42302 0.2683
H -2.90340 2.17399 0.07361 0.2870
H -0.04248 0.83290 2.28693 0.3196
H 1.87130 -1.10365 2.14371 0.2977
H 1.36838 -2.26405 0.91567 0.2684
H 2.57536 -0.85950 0.53991 0.2818
H -0.00233 -2.50295 -1.46681 0.2857
H 0.35566 -1.36152 -2.72372 0.3019
H 1.49970 -1.76538 -1.61494 0.2672
H -1.22077 0.56266 -1.93111 0.3200